# 1
This record from the OMol25 dataset describes C3H8I2NO as an isolated structure at a distorted geometry. The level of theory is ωB97M-V with the def2-TZVPD basis set.

Net charge: +1
Energy relative to the best compared isomer or geometry (same formula, charge and spin), eV: 1.649
Total energy, eV: -22970.7759
LUMO, eV: -6.1
Strongest force on any atom, eV/A: 3.6
E_HOMO, eV: -13.53

Cartesian coordinates (Å):
1 C -1.57588 -1.01168 0.96436
2 C 0.59975 -0.52073 -0.29838
3 C -0.10663 -0.58566 0.95300
4 N 0.48853 1.76255 -1.61414
5 O 1.81382 -0.30742 -0.58380
6 I 0.20746 1.23571 1.92010
7 I 0.77270 -2.40802 2.10376
8 H -2.26108 -0.20040 0.58970
9 H -1.77313 -1.91732 0.45387
10 H -2.05051 -1.17017 1.93333
11 H -0.04484 -0.89336 -1.17505
12 H 1.06819 1.25516 -2.29722
13 H -0.41496 2.17523 -2.00429
14 H 0.93964 2.52040 -1.14420
15 H 2.33692 0.06571 0.19895

Mulliken atomic charge list, values in e, 4 entries: -1.409 0.183 -0.339 -0.678

# 2
This record from the OMol25 dataset describes a 2-piece molecular cluster, C3H8IN2 overall at a distorted geometry. The level of theory is ωB97M-V with the def2-TZVPD basis set.

Net charge: +1
Energy relative to the best compared isomer or geometry (same formula, charge and spin), eV: 2.292
Total energy, eV: -14312.1470
LUMO, eV: -5.0
Strongest force on any atom, eV/A: 2.9
E_HOMO, eV: -13.70

Cartesian coordinates (Å):
1 C -1.38860 1.61712 0.58462
2 C -1.43687 0.61600 -0.49383
3 C 1.69350 -0.96349 0.19606
4 N 1.60633 -1.73485 -0.79719
5 N -0.84736 0.28022 0.80730
6 I 3.68918 -0.28220 0.73721
7 H -0.75403 2.50472 0.48573
8 H -2.27120 2.04530 0.94983
9 H -0.61059 0.57008 -1.18382
10 H -2.29598 0.10152 -0.79399
11 H 0.79521 -1.97499 -1.32111
12 H 2.38134 -1.88743 -1.35060
13 H 0.81550 -0.53086 0.74218
14 H -1.37641 -0.36115 1.43762

Mulliken atomic charge list, values in e, 4 entries: -0.425 -0.386 -0.109 -0.227

# 3
This record from the OMol25 dataset describes C3H8IN2O as an isolated structure at a distorted geometry. The level of theory is ωB97M-V with the def2-TZVPD basis set.

Net charge: +1
Energy relative to the best compared isomer or geometry (same formula, charge and spin), eV: 4.446
Total energy, eV: -16357.7396
LUMO, eV: -4.8
Strongest force on any atom, eV/A: 4.7
E_HOMO, eV: -14.13

Cartesian coordinates (Å):
1 C -0.04406 -1.04807 1.31998
2 C -0.23398 -1.14821 -1.29107
3 C 0.26908 -0.55448 -0.05808
4 N 0.17211 2.29096 0.19883
5 N -0.48360 1.27090 -0.20353
6 O -1.54738 1.16991 -0.68447
7 I 2.45750 -0.12645 -0.27579
8 H 0.03212 -2.01747 1.60201
9 H -1.05962 -0.76629 1.53822
10 H 0.60712 -0.43915 1.93134
11 H -0.06448 -2.12664 -0.96086
12 H 0.25141 -0.85213 -2.19008
13 H -1.29235 -1.21079 -1.42889
14 H 1.22530 2.32428 0.12446
15 H -0.28917 3.23363 0.37795

Mulliken atomic charge list, values in e, 4 entries: -1.169 -1.299 0.342 -0.476

# 4
This record from the OMol25 dataset describes a 2-piece molecular cluster, C3H8IN2OP overall at a distorted geometry. The level of theory is ωB97M-V with the def2-TZVPD basis set.

Energy relative to the best compared isomer or geometry (same formula, charge and spin), eV: 3.078
Total energy, eV: -25653.0264
LUMO (alpha / beta), eV: -0.7 / -0.7
Strongest force on any atom, eV/A: 4.1
E_HOMO (alpha / beta), eV: -7.09 / -7.06

Cartesian coordinates (Å):
1 C 0.66031 -0.11511 0.59184
2 C -0.23330 1.72381 -0.72623
3 C -0.84896 -2.48560 -0.48945
4 N 0.33894 1.09512 0.44752
5 N -0.71382 -1.20419 -1.14397
6 O 1.22120 -1.01538 1.07951
7 P 1.23416 2.33336 1.58413
8 I 0.75774 -1.17588 -2.52709
9 H -0.53524 2.71718 -0.42235
10 H 0.54534 1.71952 -1.45335
11 H -1.15471 1.27444 -0.80549
12 H -0.01908 -2.90517 0.17564
13 H -1.69057 -2.53671 0.14876
14 H -1.11127 -3.22620 -1.31228
15 H 1.51223 1.39679 2.50265
16 H 0.03705 2.40403 2.35017

Mulliken atomic charge list, values in e, 4 entries: 0.702 -0.916 -0.780 -0.202

# 5
This record from the OMol25 dataset describes a 2-piece molecular cluster, C3H8INO overall at a distorted geometry. The level of theory is ωB97M-V with the def2-TZVPD basis set.

Energy relative to the best compared isomer or geometry (same formula, charge and spin), eV: 2.202
Total energy, eV: -14876.5570
LUMO, eV: -0.9
Strongest force on any atom, eV/A: 7.1
E_HOMO, eV: -7.29

Cartesian coordinates (Å):
1 C 1.12393 1.20429 0.72721
2 C 0.64293 0.71729 -0.66479
3 O 0.85993 1.38429 -1.66879
4 N -0.35307 -0.35371 -0.72779
5 H -1.20607 0.11129 -0.61379
6 H -0.24707 -0.72871 -1.73479
7 C -0.29807 -1.52671 0.17921
8 H 1.47193 0.33129 1.22121
9 H 0.49993 1.76829 1.38621
10 H 2.30993 1.59129 0.78621
11 H 0.60493 -1.80471 0.26621
12 H -1.08907 -2.26071 -0.00179
13 H -0.55307 -1.03271 1.06221
14 I -3.76707 0.59929 -0.21679

Mulliken atomic charge list, values in e, 4 entries: -1.021 0.572 -0.453 0.230

# 6
This record from the OMol25 dataset describes a 3-piece molecular cluster, C3H8INOP2 overall at a distorted geometry. The level of theory is ωB97M-V with the def2-TZVPD basis set.

Energy relative to the best compared isomer or geometry (same formula, charge and spin), eV: 2.253
Structure (SMILES): [H]/P=C\C.O=C=NP.I
Total energy, eV: -33453.5300
LUMO, eV: -0.4
Strongest force on any atom, eV/A: 3.7
E_HOMO, eV: -8.94

Cartesian coordinates (Å):
1 C -0.92427 -1.02883 -1.44995
2 C 1.69272 -1.05592 0.66307
3 C 0.87963 -0.07317 1.38684
4 N -0.56797 0.06241 -1.02664
5 O -1.25250 -2.14026 -1.60884
6 P 1.00462 1.64445 1.30715
7 P -0.12273 1.67020 -1.44782
8 I -4.07764 0.11915 0.60979
9 H 2.22182 -0.40686 -0.10006
10 H 2.44734 -1.55110 1.17610
11 H 1.05406 -1.77341 0.24218
12 H 0.14323 -0.44243 2.08326
13 H 2.35628 1.75211 0.74002
14 H -2.45590 -0.32957 0.66392
15 H -1.25660 2.21991 -0.67950
16 H -1.14208 1.33332 -2.55952

Mulliken atomic charge list, values in e, 4 entries: 0.643 -0.869 -0.212 -0.166

# 7
This record from the OMol25 dataset describes an isolated ion of composition C3H8N and charge +1 at a distorted geometry. The level of theory is ωB97M-V with the def2-TZVPD basis set.

Net charge: +1
Energy relative to the best compared isomer or geometry (same formula, charge and spin), eV: 0.508
Structure (SMILES): C/C=C/[NH3+]
Total energy, eV: -4722.9188
LUMO, eV: -3.9
Strongest force on any atom, eV/A: 3.6
E_HOMO, eV: -14.87

Cartesian coordinates (Å):
1 C 1.16980 -1.07896 -1.03392
2 C 0.59589 -0.00062 -0.24891
3 C -0.62229 0.00538 0.27684
4 N -1.17609 1.13313 1.07897
5 H 2.03913 -1.62074 -0.60155
6 H 0.54745 -1.98200 -1.24615
7 H 1.66796 -0.86115 -1.98565
8 H 1.07068 0.99403 -0.29028
9 H -1.27942 -0.87680 0.30848
10 H -1.67418 0.85620 1.92808
11 H -0.52484 1.85226 1.40216
12 H -1.81410 1.57929 0.41193

Mulliken atomic charge list, values in e, 4 entries: -1.177 0.092 -0.248 -0.307

# 8
This record from the OMol25 dataset describes a 2-piece molecular cluster, C3H8N2 overall at a distorted geometry. The level of theory is ωB97M-V with the def2-TZVPD basis set.

Net charge: -1
Energy relative to the best compared isomer or geometry (same formula, charge and spin), eV: 1.881
<S²>: 0.754
Total energy, eV: -6217.2496
LUMO (alpha / beta), eV: 2.7 / 2.7
Strongest force on any atom, eV/A: 1.9
E_HOMO (alpha / beta), eV: 0.95 / -2.25
2S+1: 2

Cartesian coordinates (Å):
1 C -3.88572 -2.21071 -3.29704
2 N -4.04547 -1.01313 -3.64634
3 H -3.06408 -2.45363 -2.61584
4 H -4.41668 -3.09665 -3.66724
5 H -4.75715 -0.94738 -4.37693
6 C 2.88474 1.07682 1.18197
7 C 2.19213 1.30829 3.45346
8 N 3.07560 0.77960 2.59861
9 H 3.05878 0.14233 0.65577
10 H 1.87695 1.50024 1.00203
11 H 3.61324 1.87033 0.92898
12 H 1.15354 1.43805 3.09555
13 H 2.48418 1.67525 4.43289

Mulliken atomic charge list, values in e, 4 entries: -0.239 -0.460 0.257 0.204

# 9
This record from the OMol25 dataset describes a 2-piece molecular cluster, C3H8N2 overall at a distorted geometry. The level of theory is ωB97M-V with the def2-TZVPD basis set.

Energy relative to the best compared isomer or geometry (same formula, charge and spin), eV: 4.415
Structure (SMILES): C=NC.C=N
Total energy, eV: -6217.4318
LUMO, eV: 0.8
Strongest force on any atom, eV/A: 3.7
E_HOMO, eV: -8.81

Cartesian coordinates (Å):
1 C 5.90899 0.21581 -0.56618
2 N 5.64811 -0.97071 -0.17353
3 H 5.09220 0.92742 -0.65748
4 H 6.89387 0.35676 -1.00008
5 H 6.55368 -1.39241 0.04808
6 C -3.50747 0.75268 -0.49642
7 C -4.32366 -0.68901 1.14975
8 N -4.59026 -0.04606 0.09779
9 H -3.49898 1.81950 -0.29283
10 H -2.58132 0.45870 0.03247
11 H -3.33378 0.37312 -1.49940
12 H -3.35650 -1.21062 1.28513
13 H -4.90488 -0.59517 2.07269

Mulliken atomic charge list, values in e, 4 entries: -0.254 -0.459 0.257 0.207

# 10
This record from the OMol25 dataset describes one molecule with the formula C3H8N2 at a distorted geometry. The level of theory is ωB97M-V with the def2-TZVPD basis set.

Energy relative to the best compared isomer or geometry (same formula, charge and spin), eV: 2.863
Structure (SMILES): C/N=C\NC
Total energy, eV: -6218.9836
LUMO, eV: 0.9
Strongest force on any atom, eV/A: 5.2
E_HOMO, eV: -8.73

Cartesian coordinates (Å):
1 C -0.37275 1.51585 -1.26743
2 C -0.34741 -0.86162 -0.42314
3 C 0.47080 -1.22059 1.58691
4 H -0.14399 2.41708 -0.64663
5 H -1.41778 1.29731 -1.39816
6 H 0.17088 1.61082 -2.39485
7 H 0.70678 0.80715 0.39401
8 H -0.77459 -1.01826 -1.50215
9 H -0.21240 -0.38542 1.81688
10 H 1.55366 -0.79002 1.51253
11 H 0.41623 -2.00294 2.34257
12 N -0.00719 0.44180 -0.36655
13 N -0.04224 -1.81116 0.34603

Mulliken atomic charge list, values in e, 4 entries: -0.827 0.233 -0.817 0.301

# 11
This record from the OMol25 dataset describes one molecule with the formula C3H8N2 at a distorted geometry. The level of theory is ωB97M-V with the def2-TZVPD basis set.

Energy relative to the best compared isomer or geometry (same formula, charge and spin), eV: 2.100
Structure (SMILES): N[C@@H]1C[C@@H]1N
Total energy, eV: -6219.7472
LUMO, eV: 1.2
Strongest force on any atom, eV/A: 1.6
E_HOMO, eV: -8.79

Cartesian coordinates (Å):
1 C -0.78338 0.22057 0.38631
2 C -0.04057 1.18355 -0.50772
3 C 0.73316 0.24813 0.35970
4 H -1.51245 -1.69802 0.27995
5 H -2.34988 -0.63393 -0.57555
6 H -1.18538 0.65207 1.32392
7 H 0.01790 2.23096 -0.20116
8 H -0.01635 0.90306 -1.57410
9 H 1.13465 0.69442 1.27238
10 H 2.35578 -0.55432 -0.67524
11 H 1.62300 -1.54561 0.45162
12 N -1.41090 -0.85571 -0.28022
13 N 1.43443 -0.84517 -0.25988

Mulliken atomic charge list, values in e, 4 entries: -0.036 -0.725 0.013 0.218

# 12
This record from the OMol25 dataset describes one molecule with the formula C3H8N2O at a distorted geometry. The level of theory is ωB97M-V with the def2-TZVPD basis set.

Energy relative to the best compared isomer or geometry (same formula, charge and spin), eV: 0.736
Structure (SMILES): CNC(=O)CN
Total energy, eV: -8268.5902
LUMO, eV: 0.9
Strongest force on any atom, eV/A: 1.7
E_HOMO, eV: -9.67

Cartesian coordinates (Å):
1 N 1.34254 1.51831 -0.64292
2 C 0.37953 1.46232 0.44504
3 C -0.13365 0.03536 0.70321
4 N -0.63350 -0.57361 -0.42552
5 C -1.05020 -1.96706 -0.28932
6 O -0.34228 -0.37707 1.82355
7 H 2.11946 0.87590 -0.53072
8 H 1.79306 2.42898 -0.64239
9 H -0.51517 2.03211 0.20587
10 H 0.72538 1.81135 1.42062
11 H -0.11664 -0.33552 -1.26096
12 H -1.36605 -2.34274 -1.26236
13 H -1.95408 -2.01063 0.31111
14 H -0.24840 -2.55769 0.14478

Mulliken atomic charge list, values in e, 4 entries: -0.614 -0.376 0.444 -0.271